1.
72
Properties=species:S:1:pos:R:3:lowdin_charge:R:1 method="wB97M-V/def2-TZVPD" gap_ev=10.9 smiles="COC(=O)OC.COC(=O)OC.COC(=O)OC.COC(=O)OC.COC(=O)OC.COC(=O)OC" largest_force_ev_per_a=4.519 homo_ev=-10.6 de_lowest_ev=3.607
C 1.743 2.491 2.690 -0.02
O 3.176 2.547 2.863 -0.01
C 3.819 1.737 3.706 -0.55
O 3.273 0.896 4.396 0.10
O 5.061 2.282 3.962 -0.03
C 5.916 1.856 5.078 -0.03
H 1.405 1.558 2.238 0.08
H 1.570 3.332 2.019 0.08
H 1.141 2.689 3.577 0.10
H 5.826 0.781 5.235 0.09
H 5.878 2.447 5.993 0.09
H 6.966 1.952 4.799 0.08
C 3.874 -2.784 -5.404 -0.06
O 2.774 -2.358 -4.605 0.01
C 1.593 -2.233 -5.210 -0.55
O 1.359 -2.378 -6.410 0.11
O 0.740 -1.925 -4.192 -0.02
C -0.570 -1.388 -4.470 -0.02
H 4.215 -2.017 -6.099 0.10
H 3.950 -3.737 -5.929 0.10
H 4.688 -2.871 -4.685 0.09
H -0.638 -0.316 -4.284 0.07
H -1.215 -1.981 -3.821 0.10
H -0.917 -1.575 -5.486 0.09
C 1.667 8.216 -3.979 -0.05
O 1.378 6.872 -3.580 -0.03
C 1.675 6.501 -2.288 -0.50
O 2.354 7.202 -1.486 0.07
O 0.911 5.433 -1.974 -0.02
C 1.277 4.731 -0.780 -0.04
H 2.691 8.589 -4.007 0.10
H 0.980 8.766 -3.336 0.10
H 1.271 8.411 -4.976 0.09
H 2.353 4.553 -0.773 0.11
H 0.735 3.788 -0.721 0.06
H 0.940 5.312 0.078 0.10
C -2.953 -6.281 1.077 0.00
O -1.548 -6.077 1.456 -0.04
C -1.131 -4.999 2.228 -0.47
O -1.822 -4.218 2.888 0.10
O 0.227 -4.922 1.980 -0.01
C 0.889 -3.776 2.382 -0.08
H -3.398 -5.295 0.941 0.07
H -3.325 -6.763 1.981 0.09
H -3.141 -6.972 0.255 0.09
H 0.187 -2.945 2.441 0.07
H 1.806 -3.579 1.826 0.10
H 1.213 -3.848 3.420 0.10
C -1.102 1.974 -2.483 -0.01
O -1.601 0.926 -1.609 0.00
C -1.029 0.790 -0.404 -0.55
O -0.203 1.558 0.077 0.09
O -1.760 -0.137 0.246 0.00
C -1.431 -0.290 1.636 -0.01
H -0.095 2.206 -2.139 0.08
H -1.773 2.832 -2.464 0.10
H -1.082 1.723 -3.544 0.08
H -1.362 0.662 2.162 0.10
H -0.581 -0.968 1.710 0.08
H -2.229 -0.792 2.184 0.08
C -4.472 -2.540 4.126 -0.03
O -5.036 -1.545 3.294 0.00
C -5.159 -1.487 1.976 -0.55
O -5.445 -0.461 1.331 0.09
O -4.897 -2.677 1.365 -0.04
C -4.664 -2.750 -0.081 -0.02
H -5.060 -3.450 4.241 0.10
H -4.354 -2.101 5.117 0.10
H -3.531 -2.826 3.655 0.06
H -3.701 -2.381 -0.433 0.09
H -5.415 -2.184 -0.632 0.09
H -4.876 -3.786 -0.346 0.08

=====

2.
70
Properties=species:S:1:pos:R:3:nbo_charge:R:1 method="wB97M-V/def2-TZVPD" total_charge=-1 gap_ev="6.0 / 3.8" largest_force_ev_per_a=3.655 homo_ev="-3.9 / -1.6" de_lowest_ev=4.841
O -1.753 -1.108 -3.364 -0.56
C -1.835 -2.326 -3.184 0.44
C -2.594 -2.947 -2.066 -0.18
C -2.594 -2.362 -0.778 -0.21
H -1.887 -1.563 -0.512 0.26
C -3.489 -2.845 0.178 -0.13
H -3.472 -2.427 1.182 0.26
C -4.405 -3.860 -0.135 -0.22
H -5.120 -4.186 0.622 0.22
C -4.333 -4.488 -1.389 -0.22
H -5.011 -5.304 -1.636 0.21
C -3.364 -4.096 -2.315 -0.20
H -3.221 -4.637 -3.256 0.21
H -1.178 -3.045 -3.742 0.12
C 2.048 -1.381 -1.997 -0.70
C 2.216 -1.493 -0.504 -0.16
H 2.059 -2.394 -2.458 0.21
H 2.838 -0.805 -2.500 0.22
H 1.090 -0.963 -2.385 0.20
C 1.542 -2.411 0.191 -0.15
C 2.119 -3.463 1.106 -0.66
H 0.449 -2.555 0.093 0.21
H 1.437 -4.334 1.127 0.21
H 2.261 -3.110 2.132 0.26
H 3.087 -3.768 0.688 0.20
Ca 1.332 0.546 0.241 1.78
Cl 3.515 -0.477 1.292 -0.74
C 2.020 1.720 3.003 0.55
O 1.505 2.231 1.982 -0.75
N 2.549 2.405 4.017 -0.42
C 2.781 3.837 3.903 -0.41
C 3.029 1.715 5.206 -0.41
H 2.100 0.623 3.099 0.20
H 2.207 4.218 3.057 0.24
H 3.848 4.060 3.767 0.18
H 2.461 4.312 4.833 0.19
H 2.410 0.826 5.370 0.24
H 2.947 2.394 6.059 0.19
H 4.077 1.397 5.096 0.19
H -4.742 1.402 -0.731 0.19
H -3.287 3.097 0.543 0.17
C -3.982 0.626 -0.593 -0.41
C -2.720 2.215 0.866 -0.42
N -2.718 1.249 -0.227 -0.39
H -3.850 0.067 -1.524 0.21
C -1.613 1.021 -0.951 0.55
O -0.572 1.721 -0.938 -0.77
H -1.694 2.494 1.123 0.26
H -1.663 0.139 -1.623 0.16
H -4.328 -0.063 0.185 0.22
H -3.213 1.775 1.737 0.24
H 3.858 3.945 -3.685 0.19
H 1.476 4.084 -4.842 0.19
C 3.727 2.858 -3.706 -0.42
C 1.475 2.987 -4.794 -0.40
N 2.311 2.525 -3.697 -0.41
H 4.194 2.413 -2.826 0.25
C 1.765 1.978 -2.608 0.54
O 2.374 1.806 -1.527 -0.71
H 0.455 2.632 -4.611 0.22
H 0.710 1.668 -2.709 0.17
H 4.187 2.458 -4.614 0.19
H 1.838 2.586 -5.746 0.20
F -1.016 1.033 3.548 -0.71
Te -1.062 -0.796 3.008 3.08
F -1.152 -2.664 2.645 -0.71
F -1.800 -1.182 4.722 -0.70
F 0.678 -1.017 3.782 -0.71
F -2.881 -0.582 2.440 -0.72
O -0.431 -0.409 1.329 -1.41